Record 1
2 unconnected molecules or ions with the total composition C2H6N2O2 in a non-equilibrium geometry. Source: the OMol25 dataset; level of theory: the ωB97M-V functional and the def2-TZVPD basis.

```
12
Properties=species:S:1:pos:R:3:forces:R:3:nbo_charge:R:1
N -1.681137 -1.980291 3.265199 -0.1 0.0 -1.1 -0.82
C -0.931046 -1.152179 2.479766 0.8 0.4 0.2 0.52
O -0.008698 -0.492288 2.891843 0.0 0.2 0.1 -0.59
H -2.076629 -2.741220 2.731712 -0.2 -0.1 0.5 0.39
H -1.272618 -2.161200 4.163617 0.0 -0.3 0.2 0.40
H -1.194218 -1.096227 1.414457 -0.4 -0.3 0.0 0.11
N 0.728218 1.076518 -2.930046 -0.9 -0.4 -0.9 -0.82
C 1.488272 2.128779 -2.597550 1.6 0.8 -0.4 0.52
O 2.265282 2.219663 -1.679233 -0.3 -0.4 0.5 -0.59
H 0.316524 1.090546 -3.855838 0.1 0.0 0.4 0.39
H 0.883965 0.166663 -2.541901 0.1 -0.1 0.4 0.40
H 1.482084 2.941234 -3.342027 -0.6 0.1 -0.1 0.10
```
Forces are in eV/Å.

Its energy above the lowest of the compared OMol25 structures with the same formula, charge and spin is 14.9 kcal per mole. The calculation puts the LUMO energy at 0.78 eV. The calculation puts the HOMO-LUMO gap at 10.701 eV. The value obtained for the total energy is -9246.6715 eV. As for the spin multiplicity: 1. Its HOMO energy is -0.365 Ha. Its SMILES is NC=O.NC=O.

Record 2
8 unconnected molecules or ions with the total composition C32H78N6O2S2 in a non-equilibrium geometry. Source: the OMol25 dataset; level of theory: the ωB97M-V functional and the def2-TZVPD basis.

```
120
Properties=species:S:1:pos:R:3:forces:R:3:mulliken_charge:R:1
C 2.684618 -2.644291 1.633278 -0.9 -1.2 -0.3 -1.05
C 1.730901 -2.192086 2.759573 1.1 0.1 -0.4 0.22
N 2.404429 -1.534823 3.855130 -0.9 1.6 0.6 0.50
C 3.329065 -2.344328 4.666741 -0.5 0.3 -0.4 -0.57
C 2.551788 -3.441938 5.410769 -0.1 0.1 -0.6 -1.17
C 2.917697 -0.219430 3.454097 1.8 -0.5 1.4 -0.65
C 2.912789 0.862616 4.558822 0.0 -0.6 -0.5 -1.36
H 2.100914 -2.715743 0.709763 0.0 -0.1 0.0 0.10
H 3.005672 -3.672519 1.807640 0.5 0.2 0.0 0.36
H 3.505509 -1.970825 1.396856 0.1 0.1 0.5 0.30
H 1.102437 -1.481252 2.217908 -0.5 0.2 0.8 -0.62
H 1.130525 -2.990117 3.202154 -0.1 -0.2 -0.6 0.43
H 4.115399 -2.741723 4.012157 0.0 -0.6 -0.1 0.41
H 3.925418 -1.743011 5.354251 -0.6 0.5 0.1 0.48
H 2.448010 -4.257984 4.693389 0.1 -0.5 0.6 0.27
H 2.986588 -3.714195 6.370483 0.4 -0.4 -0.3 0.38
H 1.524280 -3.162826 5.652326 0.1 0.5 -0.1 0.22
H 2.476620 0.197153 2.553123 -0.3 -0.3 0.0 0.46
H 3.983625 -0.399742 3.249649 0.1 0.3 -0.5 0.26
H 1.911735 1.284085 4.638716 0.2 0.4 0.1 0.27
H 3.685618 1.575610 4.268495 -0.5 0.5 0.0 0.35
H 3.235041 0.512589 5.540526 -0.2 -0.4 -0.1 0.36
C 4.822475 8.352203 0.365123 0.7 0.1 -1.7 -1.27
C 3.991157 7.101283 0.023059 1.0 -0.3 1.1 -0.38
N 4.370430 5.990768 0.889907 0.2 -1.2 0.4 0.07
C 3.272864 5.054012 1.117984 -1.4 1.0 1.0 -0.65
C 3.485439 4.163580 2.337585 -0.5 -0.1 -1.1 -1.15
C 5.591747 5.279499 0.460526 -0.1 0.5 -1.0 -0.61
C 5.334753 4.386852 -0.792109 1.3 0.2 -0.2 -1.06
H 4.710752 9.059095 -0.465183 -0.5 0.4 0.3 0.40
H 5.902469 8.200287 0.271823 0.0 -0.6 0.3 0.30
H 4.664632 8.839839 1.323045 -0.5 -0.3 0.0 0.31
H 2.942764 7.304626 0.230984 -0.1 0.1 -0.3 0.42
H 4.127424 6.729139 -0.998224 -0.2 0.8 -0.4 0.24
H 2.390686 5.684468 1.292105 0.2 0.2 0.6 0.39
H 2.790606 4.468402 0.320465 1.2 -0.3 -0.7 0.40
H 2.522203 3.679526 2.504499 0.1 -0.1 0.3 0.42
H 4.188693 3.381396 2.047053 0.2 0.0 0.5 0.24
H 3.790550 4.749270 3.201148 0.2 -0.2 0.0 0.30
H 6.093813 4.732627 1.260076 -0.8 -0.5 0.2 0.41
H 6.395695 5.997250 0.275149 -0.4 0.4 -0.5 0.26
H 5.176573 3.347521 -0.510852 -0.5 0.0 -0.1 0.26
H 6.185536 4.372199 -1.483376 0.4 -0.1 0.5 0.38
H 4.593869 4.764136 -1.497336 -0.6 -0.1 0.6 0.31
C -1.656005 -3.294210 -2.903308 0.5 -1.2 -0.2 -0.59
C -0.961715 -3.473468 -4.267483 -0.2 -0.1 0.1 -1.03
N 0.259367 -4.294049 -4.216305 -0.9 -0.1 -1.4 0.09
C 1.330001 -3.848812 -3.385192 -0.1 -0.1 1.3 -0.13
C 1.550057 -2.343768 -3.481445 0.5 -0.7 1.4 -1.24
C -0.033585 -5.718055 -4.122742 0.6 0.0 -0.3 -0.45
C 1.043617 -6.587887 -4.826790 -0.5 -0.1 1.3 -1.38
H -0.981897 -2.867710 -2.161247 -0.2 0.3 0.0 -0.02
H -1.806673 -4.335365 -2.598842 -0.2 0.1 0.4 0.23
H -2.646468 -2.843849 -2.922321 0.2 0.4 -0.1 0.49
H -1.657620 -4.040351 -4.886980 0.0 0.1 -0.1 0.50
H -0.814345 -2.543072 -4.816681 0.3 0.2 0.3 0.33
H 1.139699 -4.120582 -2.328244 -0.3 0.3 0.2 0.13
H 2.237284 -4.442942 -3.526877 0.0 0.3 -0.8 0.37
H 0.836117 -1.819534 -2.843032 -0.6 0.1 -0.7 0.15
H 2.436890 -2.146535 -2.870904 0.5 0.2 -0.8 0.44
H 1.580161 -2.024098 -4.518142 0.2 0.4 0.2 0.35
H -0.995615 -5.902999 -4.600209 0.0 0.0 -0.1 0.48
H -0.152010 -5.991892 -3.065667 0.1 -0.4 0.1 0.22
H 1.261834 -6.212877 -5.822647 0.1 0.0 0.0 0.31
H 0.715676 -7.629195 -4.861805 -0.3 0.1 -0.3 0.43
H 1.922854 -6.662057 -4.184599 0.3 0.4 -0.3 0.34
C -6.313524 3.594268 -2.456703 0.5 0.2 -0.2 -1.13
C -5.472397 2.612963 -3.297046 -0.6 -0.2 -0.2 -0.70
N -4.301872 3.138482 -4.006293 -0.6 0.5 0.5 -0.06
C -3.341677 3.740228 -3.074786 1.3 0.5 -0.7 -0.40
C -2.864459 2.831628 -1.982188 -0.9 -1.1 1.2 -1.31
C -4.749122 4.093479 -5.018171 -0.6 0.0 -0.9 -0.42
C -3.633993 4.570351 -5.923393 0.2 0.4 -0.3 -1.29
H -6.927844 3.052586 -1.738799 0.1 0.0 0.1 0.37
H -6.989626 4.170077 -3.089683 0.0 0.0 0.0 0.35
H -5.669327 4.320025 -1.958013 -0.2 -0.1 0.3 0.29
H -5.161903 1.743698 -2.716085 0.0 0.1 0.2 0.36
H -6.186187 2.244719 -4.038161 0.4 -0.3 -0.2 0.46
H -3.666237 4.684888 -2.620154 -0.4 0.0 0.0 0.28
H -2.438659 4.027794 -3.618700 -0.2 -0.1 -0.4 0.46
H -1.936336 3.089854 -1.474150 0.0 0.5 -0.3 0.44
H -2.757431 1.786941 -2.287574 0.0 0.1 -0.4 0.34
H -3.629501 2.821407 -1.199158 0.1 -0.2 0.2 0.16
H -5.530023 3.656868 -5.650898 0.2 -0.7 0.1 0.42
H -5.322164 4.944306 -4.623780 0.5 0.3 0.5 0.33
H -3.956505 5.241822 -6.722762 -0.4 0.3 0.4 0.42
H -2.917233 5.103712 -5.300379 0.3 0.0 -0.4 0.30
H -3.162339 3.783913 -6.514659 0.2 -0.4 0.6 0.30
C -0.333711 -0.186873 0.057746 -1.4 -0.7 1.4 0.00
C 0.589421 0.828929 0.496739 0.1 0.8 -0.3 0.65
N 1.297580 1.670113 0.832700 -0.1 -0.3 0.0 -0.54
H -1.075283 -0.342777 0.855124 0.3 0.1 0.4 -0.25
H 0.154241 -1.158998 0.002197 0.0 0.1 -0.8 -0.13
H -1.057356 0.092173 -0.707110 0.9 0.1 -0.8 0.28
C -4.472403 -0.108548 0.812643 0.5 0.4 -0.6 -0.53
C -3.769520 1.112249 1.229873 0.2 0.4 1.2 0.40
N -3.144252 2.034364 1.541244 -0.6 -0.8 -0.4 -0.53
H -4.846482 -0.821704 1.543551 0.3 0.5 0.6 0.31
H -3.670172 -0.627800 0.282363 -0.5 -0.3 -0.5 0.07
H -5.295317 0.210766 0.173673 0.1 -0.3 -0.3 0.32
C -1.641202 -1.410952 4.487942 0.5 0.2 -0.3 -0.45
S -3.423905 -1.399896 4.241519 -0.3 -1.3 -0.7 0.51
O -3.668746 -2.299079 3.042387 0.2 0.7 0.6 -0.60
C -3.762117 -2.403688 5.728950 0.2 1.0 0.2 -1.14
H -1.090121 -1.247946 3.560251 -0.5 -0.4 -0.4 -0.21
H -1.443216 -2.401371 4.890134 0.6 0.2 0.1 0.25
H -1.260046 -0.566103 5.063351 -0.4 -0.3 0.7 0.51
H -4.828474 -2.460007 5.934093 0.0 0.1 -0.2 0.37
H -3.285329 -1.775743 6.486611 -0.2 -0.2 0.3 0.44
H -3.310159 -3.393548 5.743933 0.1 0.1 -0.4 0.32
C -1.111584 -7.214196 1.384395 0.0 0.8 -0.4 -0.96
S -0.148683 -5.687983 1.623945 0.4 0.7 -0.1 0.54
O 0.883666 -5.567690 0.539410 -0.7 -0.3 0.5 -0.58
C -1.532872 -4.566909 1.153993 -0.2 0.0 1.0 -0.65
H -1.969566 -7.077671 2.042498 -0.3 -0.1 -0.3 0.33
H -0.648942 -8.170069 1.613235 0.6 0.3 0.1 0.34
H -1.313817 -7.122522 0.316199 -0.5 -0.5 0.1 0.25
H -2.273523 -4.489432 1.957388 -0.1 -0.8 0.0 0.42
H -2.011351 -4.881644 0.228934 0.2 0.2 -0.1 0.42
H -1.229799 -3.519304 1.183835 0.7 -0.2 -0.7 -0.13
```
Forces are in eV/Å.

Its energy above the lowest of the compared OMol25 structures with the same formula, charge and spin is 0.0 kcal per mole. The calculation puts the LUMO energy at 0.27 eV. The calculation puts the HOMO-LUMO gap at 8.150 eV. The value obtained for the total energy is -69149.2218 eV. As for the spin multiplicity: 1. Its HOMO energy is -0.289 Ha.

Record 3
C5H9FN2 in the gas phase in a non-equilibrium geometry. Source: the OMol25 dataset; level of theory: the ωB97M-V functional and the def2-TZVPD basis.

```
17
Properties=species:S:1:pos:R:3:forces:R:3:nbo_charge:R:1
C -1.232663 1.508829 0.232527 0.5 0.1 1.0 -0.43
N -2.021284 0.310994 0.050805 -0.4 0.3 0.5 -0.49
N -1.496552 -0.441527 -0.979163 0.1 -1.0 -0.7 -0.25
C -0.463935 -1.128120 -0.722068 -0.2 -1.1 -1.3 0.09
C 0.299622 -1.278250 0.536060 -0.3 0.4 0.5 -0.52
C 1.650455 -0.641161 0.455093 0.9 0.3 0.6 -0.27
C 2.115594 0.186782 -0.471049 -0.5 -0.4 0.1 0.23
F 3.330194 0.764057 -0.410856 0.1 -0.2 0.3 -0.33
H -1.733674 2.147346 0.947762 -0.2 0.3 0.0 0.21
H -0.987726 2.065220 -0.675142 -0.2 -0.1 -0.2 0.18
H -0.293766 1.215674 0.719267 -0.1 0.3 -0.2 0.19
H -2.967838 0.512084 -0.235412 0.0 0.4 0.0 0.36
H -0.169492 -1.749178 -1.576211 0.2 0.2 0.2 0.18
H 0.411474 -2.328199 0.883105 -0.1 0.5 -0.6 0.24
H -0.318025 -0.775117 1.291457 0.3 -0.1 0.2 0.24
H 2.278770 -0.861387 1.319256 0.1 0.2 -0.3 0.22
H 1.598841 0.491955 -1.365426 -0.2 0.0 -0.1 0.17
```
Forces are in eV/Å.

Its energy above the lowest of the compared OMol25 structures with the same formula, charge and spin is 52.4 kcal per mole. The calculation puts the LUMO energy at 1.09 eV. The calculation puts the HOMO-LUMO gap at 9.698 eV. The value obtained for the total energy is -11026.2396 eV. As for the spin multiplicity: 1. Its HOMO energy is -0.316 Ha. Its SMILES is CN/N=C\C/C=C/F.